The following is a quantum chemistry calculation of a molecular structure, C33H38ClNO4PSi2Ti in a non-equilibrium geometry, from the Open Molecules 2025 dataset.

Results
⟨S²⟩: 0.756
Energy relative to the best compared isomer or geometry (same formula, charge and spin): 0.000 eV
Energy: -105205.6951 eV
2S+1: 2
Maximum force: 1.3 eV/A
Kohn-Sham gap (spin up / spin down): 0.2576 / 0.2669 hartree

The geometry in XYZ format:
```
81
Properties=species:S:1:pos:R:3:forces:R:3:mulliken_spin:R:1
Ti 0.35955 0.03324 -0.33931 -0.28 1.09 0.64 0.905
C 3.83228 2.39915 0.50279 -0.11 -0.02 0.00 0.000
Si 2.58462 1.93123 1.82430 0.04 -0.01 -0.01 0.004
C 1.26460 3.26200 1.93152 0.07 -0.03 0.03 0.010
C 3.46868 2.04599 3.49402 -0.04 -0.05 -0.04 0.000
C 1.84072 0.26721 1.40280 -0.06 -0.05 -0.04 0.100
C 0.78115 -0.25516 2.28263 0.05 0.04 -0.09 -0.083
C 0.67755 -0.18693 3.68135 0.00 0.01 -0.03 -0.017
C -0.41731 -0.74116 4.30961 -0.01 -0.01 -0.04 0.014
C -1.41974 -1.35356 3.55482 0.01 0.01 0.00 -0.006
C -1.27658 -1.37265 2.18511 -0.08 -0.03 0.01 0.024
N -0.21268 -0.84390 1.57812 0.09 0.02 0.01 -0.049
Si 3.13664 -1.06024 1.07230 0.07 -0.04 0.01 -0.001
C 4.56973 -1.05926 2.30248 -0.09 0.08 -0.01 0.000
C 2.35994 -2.76789 1.28737 -0.01 0.07 -0.06 0.006
C 3.92605 -0.86110 -0.63456 -0.07 -0.02 0.04 0.000
H 4.18894 3.41868 0.66775 0.00 0.01 0.01 0.000
H 3.37722 2.34810 -0.48846 0.00 0.01 -0.01 0.000
H 4.70174 1.74065 0.50760 0.04 -0.02 0.01 0.000
H 1.70093 4.19835 2.28989 0.00 -0.01 0.00 0.000
H 0.46932 2.98149 2.62543 0.01 0.01 0.00 -0.001
H 0.81356 3.45539 0.96099 0.00 0.01 -0.01 -0.003
H 3.95690 3.02238 3.56015 0.00 0.01 -0.01 0.000
H 4.23180 1.28235 3.63908 0.00 0.00 0.01 0.000
H 2.76785 1.98706 4.32938 0.00 0.03 0.02 0.000
H 1.47031 0.28299 4.24448 0.00 0.00 0.03 -0.001
H -0.49728 -0.70641 5.38920 0.00 0.00 0.00 0.001
H -2.28765 -1.79769 4.02054 0.00 0.00 0.00 0.000
H -2.03142 -1.80851 1.54018 0.01 0.01 -0.02 0.002
H 4.21863 -1.10552 3.33576 0.01 -0.02 0.02 0.000
H 5.20032 -0.17450 2.19826 0.01 0.00 0.00 0.000
H 5.19853 -1.93510 2.12286 0.00 -0.02 -0.02 0.000
H 2.10181 -2.94364 2.33512 0.02 0.02 0.01 -0.001
H 3.07468 -3.53965 0.99057 0.02 0.01 0.00 0.000
H 1.45271 -2.89986 0.69986 0.00 -0.04 0.01 -0.003
H 4.93456 -0.45213 -0.55446 0.01 0.00 0.03 0.000
H 3.35347 -0.19729 -1.28350 0.01 0.00 -0.02 -0.001
H 4.00177 -1.82953 -1.13493 0.00 0.00 0.00 0.000
Cl -3.22995 -4.81350 -4.58017 -0.01 -0.06 -0.05 -0.001
C -2.64124 -3.56957 -3.52583 0.09 0.08 0.07 -0.006
C -3.55977 -2.66599 -2.95433 0.02 0.02 0.01 0.016
C -3.14183 -1.66796 -2.11820 -0.05 -0.01 0.06 -0.011
C -1.76947 -1.51288 -1.80644 -0.11 -0.23 -0.16 0.010
O -1.38713 -0.56120 -1.02421 0.01 0.05 0.08 -0.001
C -0.85856 -2.43582 -2.38235 -0.02 0.02 0.02 0.027
C 0.52346 -2.34226 -2.09441 -0.11 -0.20 -0.15 0.041
O 1.04012 -1.51449 -1.32073 0.36 -0.29 -0.30 -0.011
C -1.31247 -3.45885 -3.24703 -0.04 0.01 -0.02 0.015
H -4.61094 -2.77079 -3.18980 0.00 -0.01 0.00 0.001
H -3.84454 -0.96775 -1.68527 0.03 -0.07 0.01 0.000
H 1.19009 -3.06007 -2.58293 0.08 0.01 0.01 -0.002
H -0.59359 -4.14435 -3.67831 -0.03 -0.02 -0.02 0.001
O -0.11505 2.13925 -3.33298 0.03 0.07 -0.02 -0.003
C 0.07600 2.26186 -2.14527 0.11 -0.05 0.09 -0.010
O 0.94811 1.56047 -1.44621 -0.08 -0.29 -0.04 0.002
C -0.73487 3.23688 -1.28976 -0.09 -0.20 -0.02 0.003
P -1.57227 2.21501 0.00171 0.03 0.00 -0.11 0.028
C -2.15651 3.40630 1.25163 0.09 -0.06 0.02 0.003
C -2.23495 2.97691 2.57357 0.01 -0.03 -0.02 0.000
C -2.72367 3.82170 3.55907 -0.02 0.02 0.04 0.000
C -3.12484 5.10754 3.22895 0.00 0.00 0.03 0.000
C -3.04326 5.54471 1.91397 0.00 0.03 -0.02 0.000
C -2.56651 4.69614 0.92735 0.00 0.01 -0.01 0.000
C -3.16761 1.79363 -0.79964 0.04 -0.03 0.05 -0.004
C -3.31951 1.72763 -2.18208 0.02 0.00 -0.02 0.003
C -4.53993 1.35788 -2.73326 -0.01 0.09 -0.03 0.001
C -5.61382 1.04225 -1.91612 -0.04 0.00 0.00 -0.001
C -5.46131 1.08392 -0.53607 -0.04 -0.05 -0.01 0.001
C -4.24514 1.45137 0.01633 0.02 0.05 0.03 -0.002
H -1.42271 3.80976 -1.90697 -0.01 0.01 -0.01 0.000
H -0.04357 3.90826 -0.78243 0.00 0.03 0.02 -0.002
H -1.90097 1.97586 2.83001 0.00 0.01 0.01 0.000
H -2.78232 3.48163 4.58516 0.00 -0.01 -0.01 0.000
H -3.49877 5.77208 3.99719 0.00 0.00 0.00 0.000
H -3.35565 6.54885 1.65739 0.00 0.00 -0.01 0.000
H -2.51943 5.04028 -0.09892 0.00 0.00 0.01 0.000
H -2.48843 1.93722 -2.84414 0.02 0.06 0.01 -0.001
H -4.64541 1.31440 -3.80991 0.01 0.00 0.00 0.000
H -6.56426 0.76010 -2.35093 0.00 0.00 0.01 0.000
H -6.29225 0.83336 0.11143 0.00 0.00 0.00 0.000
H -4.13844 1.49085 1.09504 -0.02 0.00 -0.02 0.000
```
Forces are in eV/Å.